Record 1
C2H8N2O | wB97M-V/def2-TZVPD

Structure (XYZ):
```
13
Properties=species:S:1:pos:R:3:forces:R:3:nbo_charge:R:1
C 1.05212 -0.41456 -1.36983 -1.558 -0.512 -2.147 -0.664
C -0.38596 -0.08255 -1.08422 -1.286 0.621 3.670 -0.261
N -0.41298 1.01280 2.33094 0.219 -0.113 -0.910 -0.516
N -0.92730 -0.66343 0.70951 0.959 0.447 -3.441 -0.331
O -0.09455 -0.25235 1.72176 1.639 2.261 1.576 -0.294
H 1.67554 -0.14147 -0.59855 1.287 0.778 2.036 0.221
H 1.22231 -1.46990 -1.55776 -0.087 -0.177 -0.163 0.211
H 1.39562 0.15956 -2.24776 -0.136 -0.299 0.136 0.225
H -0.56868 0.99187 -0.92718 0.089 -0.426 -0.438 0.190
H -1.25901 -0.55647 -1.54449 0.719 -0.025 -0.272 0.210
H -1.42562 1.01164 2.25949 -0.143 0.563 0.048 0.342
H 0.00453 1.81958 1.78010 -0.801 -1.538 0.360 0.333
H -0.27602 -1.41472 0.52799 -0.902 -1.579 -0.455 0.334
```
Forces are in eV/Å.

The calculation puts the LUMO energy at 1.0 eV. The HOMO-LUMO gap comes out at 9.47 eV. For the energy above the lowest of the compared OMol25 structures with the same formula, charge and spin, the calculation gives 144.76 kcal per mole. The value obtained for the HOMO energy is -8.459 eV.

Record 2
C2H8N2O2 | wB97M-V/def2-TZVPD

Structure (XYZ):
```
14
Properties=species:S:1:pos:R:3:forces:R:3:nbo_charge:R:1
C 1.49498 -1.05176 -0.17799 -0.202 3.434 -1.094 -0.661
C 0.37941 -0.09027 0.17152 -0.416 3.574 -0.634 0.729
N -1.93920 0.27458 0.80834 3.508 0.051 -0.343 -0.670
N -0.91952 -0.51551 0.08019 -1.187 -1.018 2.563 -0.495
O 0.64167 0.76762 1.16844 -1.541 0.074 0.662 -0.658
O 0.14797 1.18444 -1.22135 0.947 -1.592 0.841 -1.002
H 2.08541 -0.50330 -0.98777 -0.526 -1.396 1.084 0.239
H 2.05866 -1.16144 0.72018 0.567 -0.399 0.473 0.244
H 0.96932 -1.90371 -0.47232 -0.040 -1.711 -0.785 0.231
H -2.83359 -0.02130 0.55188 -1.368 -0.670 -0.577 0.376
H -1.80970 1.25436 0.57526 -0.534 0.101 -0.691 0.345
H -1.02926 -0.65141 -0.88435 -1.174 0.013 -1.545 0.391
H -0.24617 1.22921 1.34426 2.158 -0.806 0.063 0.494
H 1.00001 1.18848 -1.67629 -0.192 0.346 -0.019 0.437
```
Forces are in eV/Å.

The calculation puts the LUMO energy at 0.9 eV. The HOMO-LUMO gap comes out at 9.78 eV. For the energy above the lowest of the compared OMol25 structures with the same formula, charge and spin, the calculation gives 87.66 kcal per mole. The value obtained for the HOMO energy is -8.871 eV.

Record 3
C2H8N2O2 | wB97M-V/def2-TZVPD

Structure (XYZ):
```
14
Properties=species:S:1:pos:R:3:forces:R:3:nbo_charge:R:1
O 2.77067 1.70612 -0.61424 0.067 -0.182 0.011 -0.520
C 2.45579 0.57838 -0.81853 0.013 0.087 -0.424 0.653
O 2.68557 -0.45010 0.06045 -0.499 0.265 0.394 -0.731
H 1.99591 0.22714 -1.75835 -0.013 0.135 0.133 0.105
H 1.82212 -0.65913 0.45807 0.336 -0.309 -0.175 0.490
N -1.06651 0.19439 1.54003 -0.122 0.107 -0.010 -0.830
C -1.45775 -0.64645 0.42231 0.772 -0.101 0.587 -0.056
N -1.10003 -0.07660 -0.87690 0.037 0.028 0.566 -0.862
H -1.61007 1.04797 1.56546 -0.062 -0.002 0.036 0.353
H -0.09327 0.47973 1.50324 -0.067 -0.109 -0.140 0.351
H -2.51893 -0.84859 0.55029 -0.214 -0.056 -0.092 0.162
H -0.92054 -1.59201 0.54239 -0.145 -0.051 -0.147 0.168
H -1.65051 0.77260 -0.95466 0.084 -0.081 -0.631 0.355
H -1.31245 -0.73344 -1.61955 -0.187 0.269 -0.108 0.363
```
Forces are in eV/Å.

The calculation puts the LUMO energy at 0.7 eV. The HOMO-LUMO gap comes out at 10.63 eV. For the energy above the lowest of the compared OMol25 structures with the same formula, charge and spin, the calculation gives 36.07 kcal per mole. The value obtained for the HOMO energy is -9.938 eV.

Record 4
C2H8N2O2 | wB97M-V/def2-TZVPD

Structure (XYZ):
```
14
Properties=species:S:1:pos:R:3:forces:R:3:nbo_charge:R:1
N 1.15749 0.01890 -0.51431 0.326 -0.574 -0.910 -0.870
C 0.84105 -0.20963 0.87521 -0.466 0.536 0.201 -0.048
N -0.52920 0.18942 1.15898 -0.540 -0.340 -0.155 -0.614
C -0.99718 1.42982 0.89465 0.450 0.527 0.329 0.527
O -0.29457 2.38571 0.63274 0.080 -0.087 -0.193 -0.625
H 2.12011 -0.21113 -0.73612 -0.069 -0.097 0.215 0.364
H 1.01792 0.97049 -0.82404 -0.162 0.191 0.425 0.387
H 1.48290 0.34014 1.56099 0.168 0.031 0.146 0.177
H 0.89174 -1.27416 1.09725 0.219 0.011 0.006 0.189
H -1.24356 -0.52043 1.22112 0.206 -0.079 -0.084 0.398
H -2.08304 1.54158 1.00007 -0.165 -0.220 -0.012 0.118
O -1.14999 -1.70153 -2.03577 0.098 0.005 -0.292 -0.948
H -0.32527 -1.81759 -1.54863 -0.012 0.256 0.005 0.476
H -0.88842 -1.14160 -2.78214 -0.134 -0.159 0.318 0.469
```
Forces are in eV/Å.

The calculation puts the LUMO energy at 0.8 eV. The HOMO-LUMO gap comes out at 10.58 eV. For the energy above the lowest of the compared OMol25 structures with the same formula, charge and spin, the calculation gives 18.75 kcal per mole. The value obtained for the HOMO energy is -9.823 eV.

Record 5
C2H8N2O2 | wB97M-V/def2-TZVPD

Structure (XYZ):
```
14
Properties=species:S:1:pos:R:3:forces:R:3:nbo_charge:R:1
H -1.92382 0.51380 1.56491 -0.082 0.447 -0.374 0.348
N -1.27635 1.06125 0.99128 -0.145 -0.760 0.242 -0.771
C -0.82652 0.34446 0.02764 0.778 1.040 0.216 0.402
C -1.24662 -1.03009 -0.46895 -0.218 0.945 -1.302 -0.685
N 0.19207 0.88789 -0.73982 -1.622 -1.032 -0.551 -0.322
O 0.81364 2.07112 -0.39955 -0.735 0.424 1.015 -0.539
H -1.85174 -1.60155 0.22578 -0.225 0.257 0.068 0.232
H -1.77646 -0.87004 -1.47748 0.692 -0.494 1.574 0.248
H -0.33409 -1.58983 -0.64084 0.083 -0.358 -0.311 0.211
H 0.82244 0.20430 -1.09411 0.804 0.077 -0.290 0.379
H 0.21260 2.42858 0.30572 0.528 -0.378 -0.415 0.493
O 2.39839 -0.47137 0.37398 1.066 -1.326 0.613 -0.951
H 1.59021 -0.95831 0.64166 1.047 0.250 0.086 0.470
H 3.20625 -0.99020 0.68978 -1.971 0.908 -0.570 0.484
```
Forces are in eV/Å.

The calculation puts the LUMO energy at 0.5 eV. The HOMO-LUMO gap comes out at 8.96 eV. For the energy above the lowest of the compared OMol25 structures with the same formula, charge and spin, the calculation gives 68.31 kcal per mole. The value obtained for the HOMO energy is -8.437 eV.

Record 6
C2H8N2O2 | wB97M-V/def2-TZVPD

Structure (XYZ):
```
14
Properties=species:S:1:pos:R:3:forces:R:3:nbo_charge:R:1
C 0.20903 -0.25507 -0.01914 -2.123 -0.602 -0.550 0.471
C 1.01729 0.40584 -1.09442 0.027 -0.174 -0.114 -0.715
N -0.53090 1.55488 1.10630 0.028 1.605 1.476 -0.237
N -0.22222 -2.14786 -0.80630 1.120 -0.724 -0.137 -0.698
O -1.05915 -0.24300 -0.00036 1.345 -0.326 -0.370 -0.585
O -0.90377 1.30318 2.41483 0.227 0.158 -0.386 -0.536
H -0.06448 1.17730 2.88010 -0.159 -0.034 -0.105 0.467
H -1.41174 1.85517 0.67934 0.047 -0.200 0.043 0.317
H 0.76874 -0.60906 0.85586 -0.034 -0.086 -0.058 0.141
H -0.58828 -2.10522 -1.75867 -0.318 0.154 0.263 0.331
H -0.87945 -2.63490 -0.19625 -0.147 0.280 -0.205 0.339
H 0.37062 0.75325 -1.90037 -0.016 -0.038 0.075 0.225
H 1.73901 -0.31084 -1.48910 0.037 0.073 0.037 0.237
H 1.55531 1.25632 -0.67182 -0.034 -0.084 0.029 0.242
```
Forces are in eV/Å.

The calculation puts the LUMO energy (alpha / beta) at 0.8 / 0.0 eV. The HOMO-LUMO gap (alpha / beta) comes out at 10.16 / 8.30 eV. For the energy above the lowest of the compared OMol25 structures with the same formula, charge and spin, the calculation gives 169.44 kcal per mole. The value obtained for the HOMO energy (alpha / beta) is -9.314 / -8.340 eV.

Record 7
C2H8N2O2 | wB97M-V/def2-TZVPD

Structure (XYZ):
```
14
Properties=species:S:1:pos:R:3:forces:R:3:nbo_charge:R:1
O 3.02959 0.60125 1.45641 -0.964 0.157 0.587 -0.551
C 2.14492 1.25376 1.94768 1.772 0.532 1.522 0.635
O 1.41146 2.14226 1.25364 0.768 0.791 -0.547 -0.702
H 2.03877 1.47605 3.07362 -0.366 -1.158 -1.272 0.117
H 2.12375 2.52620 0.68382 -1.230 -0.335 -0.298 0.500
N -1.19834 0.11306 -1.23970 -1.590 1.128 -1.017 -0.880
C -1.47654 -1.06257 -0.34583 2.421 0.435 -3.233 -0.064
N -0.68423 -2.19966 -1.03501 0.683 1.217 0.560 -0.850
H -1.16231 1.03850 -0.83162 0.381 -0.174 1.038 0.356
H -1.95529 0.33136 -1.92754 0.702 -1.104 0.491 0.350
H -2.50861 -1.35931 -0.44038 -0.364 0.053 1.031 0.182
H -0.99615 -0.71958 0.61004 -0.963 -1.298 -0.532 0.195
H 0.24525 -1.72352 -1.19233 -1.209 -0.966 0.126 0.357
H -1.01226 -2.41783 -2.01281 -0.042 0.722 1.546 0.354
```
Forces are in eV/Å.

The calculation puts the LUMO energy at 0.6 eV. The HOMO-LUMO gap comes out at 9.51 eV. For the energy above the lowest of the compared OMol25 structures with the same formula, charge and spin, the calculation gives 55.94 kcal per mole. The value obtained for the HOMO energy is -8.902 eV.

Record 8
C2H8N2O2 | wB97M-V/def2-TZVPD

Structure (XYZ):
```
14
Properties=species:S:1:pos:R:3:forces:R:3:nbo_charge:R:1
N 0.67612 1.18876 -1.14324 -0.444 -1.637 0.722 -0.863
C 0.12884 0.89624 0.19954 -0.469 0.790 -1.364 -0.321
C -1.24591 0.24009 0.13180 -0.474 -0.379 -0.486 0.648
N -1.49314 -0.44613 -1.00810 0.851 -0.249 -0.770 -0.823
O -2.07495 0.30136 1.01694 0.267 0.320 0.373 -0.616
H 1.64455 0.94403 -1.21774 0.274 0.461 -0.167 0.375
H 0.42681 2.10917 -1.42528 0.367 0.533 -0.323 0.372
H 0.76289 0.20419 0.74172 0.320 0.358 0.305 0.207
H -0.02581 1.87340 0.65251 0.112 -0.405 0.997 0.214
H -0.82858 -0.59169 -1.75154 0.267 0.589 0.317 0.407
H -2.37115 -0.85754 -1.18491 -1.023 -0.333 0.384 0.396
O 1.77553 -2.21644 1.67622 -0.191 0.163 -0.391 -0.926
H 1.16875 -2.01778 0.95260 0.108 -0.304 -0.089 0.462
H 1.45603 -1.62766 2.35950 0.035 0.091 0.489 0.467
```
Forces are in eV/Å.

The calculation puts the LUMO energy at 0.6 eV. The HOMO-LUMO gap comes out at 10.13 eV. For the energy above the lowest of the compared OMol25 structures with the same formula, charge and spin, the calculation gives 17.32 kcal per mole. The value obtained for the HOMO energy is -9.480 eV.